No. 1
71
Properties=species:S:1:pos:R:3:forces:R:3 method="wB97M-V/def2-TZVPD" homo_energy_ev="-15.86 / -16.55" total_charge=+3 s_squared=6.071 largest_force_ha_per_bohr=0.008 spin_multiplicity=5 lumo_ev="-8.788 / -11.618" orbital_gap_ev="7.070 / 4.934"
Pd -0.7423 0.3159 0.8671 0.1 0.1 0.4
C 0.8647 7.8436 -0.0252 0.0 -0.1 0.0
C 1.3384 6.8959 -1.1242 0.0 0.2 0.0
C 2.7096 7.2216 -1.6894 0.0 -0.1 0.0
C 3.7954 6.9985 -0.6474 -0.1 0.1 0.0
C 3.6910 5.6344 -0.0487 0.1 0.0 0.0
C 4.7805 5.0302 0.5322 0.0 0.0 0.0
C 4.6555 3.7589 1.0795 0.0 0.0 0.0
F 5.6958 3.1930 1.6284 0.0 0.0 0.0
C 3.4461 3.0410 1.0581 0.0 -0.1 0.0
C 2.3411 3.6163 0.4875 0.0 -0.1 0.1
C 1.0677 2.8807 0.4683 0.0 0.2 -0.1
O 0.9901 1.7537 0.9772 0.0 -0.1 0.0
C -0.0513 3.5872 -0.1257 0.1 -0.3 0.2
C 0.1272 4.8434 -0.5884 -0.1 0.0 0.0
N 1.3330 5.4949 -0.5918 0.1 0.0 0.0
C 2.4358 4.9244 -0.0674 -0.1 0.1 -0.1
C -1.4217 2.9468 -0.1605 0.1 0.2 0.1
O -2.3890 3.6282 0.1139 -0.1 0.0 -0.1
O -1.4300 1.6972 -0.4952 -0.4 -0.1 -0.2
H 0.8283 8.8570 -0.4223 0.0 0.0 0.0
H 1.5346 7.8323 0.8350 0.0 0.0 0.0
H -0.1363 7.5834 0.3197 0.0 0.0 0.0
H 0.6137 6.8918 -1.9383 0.0 0.0 0.0
H 2.7067 8.2567 -2.0256 0.0 0.0 0.0
H 2.9002 6.5987 -2.5663 0.0 0.0 0.0
H 3.7146 7.7345 0.1602 0.0 0.0 0.0
H 4.7867 7.1408 -1.0767 0.0 0.0 0.0
H 5.7419 5.5272 0.5640 0.0 0.0 0.0
H 3.3944 2.0500 1.4887 0.0 0.0 0.0
H -0.7107 5.3975 -0.9914 0.0 0.1 0.0
I -2.7123 1.1493 2.7222 0.0 0.0 -0.2
C -4.1688 1.0582 1.2138 0.3 -0.1 0.2
C -4.8656 2.2593 1.0357 -0.1 0.1 0.0
C -6.0521 2.2788 0.3343 0.0 0.0 0.0
C -6.5731 1.0792 -0.1482 0.0 0.0 0.0
C -5.8685 -0.1319 -0.0056 0.0 0.1 0.0
C -6.4682 -1.3154 -0.4522 -0.1 0.0 0.0
C -5.8156 -2.5399 -0.3345 0.0 0.0 0.0
C -4.5214 -2.5588 0.1460 -0.1 0.1 0.0
C -3.8631 -1.3881 0.5578 0.1 0.1 0.0
P -2.0347 -1.6112 0.6804 0.1 -0.1 -0.1
C -1.7361 -2.9514 1.8363 0.0 0.1 0.0
C -1.4476 -2.6278 3.1656 0.0 0.0 0.0
C -1.2438 -3.6361 4.0933 0.0 0.0 0.0
C -1.3277 -4.9647 3.7001 0.0 0.0 0.0
C -1.6067 -5.2909 2.3780 0.0 0.0 0.0
C -1.8099 -4.2914 1.4422 0.0 0.0 0.0
C -1.5425 -2.0923 -0.9784 -0.1 0.1 0.0
C -0.3817 -2.8529 -1.1547 0.0 0.0 0.0
C 0.0557 -3.1405 -2.4371 0.0 0.0 0.0
C -0.6455 -2.6612 -3.5364 0.0 0.0 0.0
C -1.7817 -1.8790 -3.3601 0.0 0.0 0.0
C -2.2300 -1.5833 -2.0860 0.0 0.0 0.0
C -4.5729 -0.1584 0.6069 0.0 -0.1 -0.1
H -4.4793 3.1704 1.4690 0.0 0.0 0.0
H -6.5878 3.2090 0.2038 0.0 0.0 0.0
H -7.5315 1.0657 -0.6535 0.0 0.0 0.0
H -7.4654 -1.2661 -0.8736 0.0 0.0 0.0
H -6.2954 -3.4546 -0.6548 0.0 0.0 0.0
H -3.9876 -3.4995 0.1646 0.0 0.0 0.0
H -1.3798 -1.5926 3.4771 0.0 0.0 0.0
H -1.0167 -3.3870 5.1209 0.0 0.0 0.0
H -1.1700 -5.7514 4.4256 0.0 0.0 0.0
H -1.6587 -6.3280 2.0747 0.0 0.0 0.0
H -1.9987 -4.5557 0.4091 0.0 0.0 0.0
H 0.1685 -3.2248 -0.2997 0.0 0.0 0.0
H 0.9424 -3.7433 -2.5791 0.0 0.0 0.0
H -0.3033 -2.8942 -4.5357 0.0 0.0 0.0
H -2.3176 -1.5019 -4.2208 0.0 0.0 0.0
H -3.1066 -0.9597 -1.9546 0.0 0.0 0.0

=====

No. 2
88
Properties=species:S:1:pos:R:3:forces:R:3 method="wB97M-V/def2-TZVPD" homo_energy_ev=-7.37 total_charge=0 largest_force_ha_per_bohr=0.011 lumo_ev=-0.395 orbital_gap_ev=6.971
Pt -0.0292 0.7943 -0.0843 0.0 0.5 0.3
O 1.9508 0.5965 -0.2565 0.0 -0.1 -0.4
C 2.8451 1.6507 -0.2653 0.0 0.1 0.1
C 2.3421 2.7899 0.6460 0.0 0.0 0.0
C 1.0963 3.5136 0.2169 0.2 0.1 0.1
C 1.1200 4.9013 0.1922 0.1 0.0 0.0
C -0.0191 5.6091 -0.1253 0.0 0.0 0.0
C -1.1617 4.9006 -0.4276 -0.1 0.0 0.0
C -1.1436 3.5138 -0.4118 -0.2 0.1 -0.1
C -2.3828 2.7741 -0.8264 0.0 0.0 0.0
C -2.8610 1.6885 0.1581 0.0 0.1 0.0
O -2.0061 0.6018 0.1356 -0.1 -0.1 0.3
C -4.2328 1.1380 -0.2530 0.0 0.0 0.0
C -4.8498 0.2460 0.6227 0.0 0.0 0.0
C -6.0628 -0.3418 0.3079 0.0 0.0 0.0
C -6.6899 -0.0470 -0.8982 0.0 0.0 0.0
C -6.0840 0.8326 -1.7795 0.0 0.0 0.0
C -4.8615 1.4190 -1.4590 0.0 0.0 0.0
C -2.9809 2.3642 1.5391 0.0 0.0 0.1
C -2.0383 2.1419 2.5355 -0.1 0.0 0.0
C -2.1255 2.8010 3.7580 0.0 0.0 -0.1
C -3.1605 3.6929 3.9998 0.0 0.0 0.0
C -4.1103 3.9184 3.0117 0.0 0.0 0.0
C -4.0199 3.2584 1.7946 0.0 0.1 0.0
N -0.0279 2.8393 -0.0818 0.0 -0.2 -0.1
C 4.1659 1.0929 0.2983 0.0 0.1 0.0
C 4.4783 -0.2325 0.0024 0.0 0.0 0.0
C 5.6563 -0.8091 0.4517 0.0 0.0 0.0
C 6.5510 -0.0716 1.2171 0.0 0.0 0.0
C 6.2529 1.2468 1.5201 0.0 0.0 0.0
C 5.0716 1.8238 1.0621 0.0 0.0 0.0
C 3.0792 2.2284 -1.6837 0.0 -0.1 0.0
C 2.0258 2.2770 -2.5965 0.0 -0.1 -0.1
C 2.1952 2.8242 -3.8617 0.0 0.0 0.1
C 3.4292 3.3325 -4.2460 -0.1 0.0 0.0
C 4.4877 3.2823 -3.3531 0.0 0.0 0.0
C 4.3141 2.7358 -2.0864 -0.1 0.1 0.0
H 3.1160 3.5504 0.7223 0.0 0.0 0.1
H 2.1849 2.3615 1.6405 0.0 0.0 0.0
H 2.0423 5.4140 0.4251 0.0 0.0 0.0
H -0.0151 6.6921 -0.1393 0.0 0.0 0.0
H -2.0811 5.4101 -0.6789 0.0 0.0 0.0
H -2.2011 2.2941 -1.7920 0.0 0.0 0.0
H -3.1716 3.5158 -0.9497 0.0 0.0 -0.1
H -4.3611 0.0135 1.5629 0.0 0.0 0.0
H -6.5232 -1.0322 1.0044 0.0 0.0 0.0
H -7.6429 -0.4989 -1.1456 0.0 0.0 0.0
H -6.5568 1.0667 -2.7255 0.0 0.0 0.0
H -4.4144 2.0966 -2.1759 0.0 0.0 0.0
H -1.2353 1.4405 2.3512 0.0 0.0 0.0
H -1.3811 2.6124 4.5228 0.0 0.0 0.0
H -3.2324 4.2027 4.9532 0.0 0.0 0.0
H -4.9283 4.6048 3.1935 0.0 0.0 0.0
H -4.7769 3.4305 1.0353 0.0 0.0 0.0
H 3.7727 -0.8074 -0.5827 0.0 0.0 0.0
H 5.8753 -1.8414 0.2057 0.0 0.0 0.0
H 7.4701 -0.5208 1.5742 0.0 0.0 0.0
H 6.9388 1.8367 2.1154 0.0 0.0 0.0
H 4.8850 2.8605 1.3130 0.0 0.0 0.0
H 1.0665 1.8566 -2.3236 0.0 0.0 0.0
H 1.3592 2.8460 -4.5510 0.0 0.0 0.0
H 3.5653 3.7536 -5.2350 0.0 0.0 0.0
H 5.4600 3.6608 -3.6442 0.0 0.0 0.0
H 5.1592 2.6992 -1.4115 0.0 0.0 0.0
N -0.2604 -6.2311 1.1029 0.0 0.1 0.2
C -0.1638 -7.5490 0.7165 0.0 0.0 -0.1
C -0.3203 -8.7501 1.4038 0.0 0.0 0.0
C -0.1431 -9.9069 0.6722 0.0 0.0 0.0
C 0.1789 -9.8693 -0.6965 0.0 0.0 0.0
C 0.3320 -8.6753 -1.3693 0.0 0.0 0.0
C 0.1568 -7.4931 -0.6473 0.0 -0.1 0.0
N 0.2483 -6.1780 -1.0616 0.0 0.0 -0.2
C -0.0040 -5.4639 -0.0041 0.0 0.0 0.1
C -0.0152 -3.9960 0.0114 0.0 0.0 0.0
C -0.2863 -3.2539 1.1504 -0.1 0.0 0.2
C -0.2833 -1.8739 1.0841 -0.1 -0.1 0.2
N -0.0238 -1.2160 -0.0427 0.0 -0.2 -0.1
C 0.2407 -1.9199 -1.1455 0.1 -0.1 -0.2
C 0.2530 -3.2986 -1.1576 0.0 -0.1 -0.2
H -0.4807 -5.8987 2.0241 0.0 0.0 0.0
H -0.5683 -8.7790 2.4580 0.0 0.0 0.0
H -0.2544 -10.8650 1.1628 0.0 0.0 0.0
H 0.3087 -10.8019 -1.2312 0.0 0.0 0.0
H 0.5796 -8.6416 -2.4225 0.0 0.0 0.0
H -0.5060 -3.7261 2.0997 0.0 0.1 0.0
H -0.5022 -1.2664 1.9485 0.0 0.0 0.0
H 0.4568 -1.3432 -2.0313 0.0 0.0 0.0
H 0.4690 -3.8494 -2.0632 0.0 0.1 0.0

=====

No. 3
7
Properties=species:S:1:pos:R:3:forces:R:3 method="wB97M-V/def2-TZVPD" homo_energy_ev="-6.61 / -11.39" total_charge=0 s_squared=2.012 largest_force_ha_per_bohr=0.074 spin_multiplicity=3 lumo_ev="0.930 / -4.050" orbital_gap_ev="7.537 / 7.341"
C 1.3186 0.2157 0.0602 -0.9 0.2 -0.4
C -1.0461 -0.1927 -0.5597 -2.0 0.9 -3.1
C -0.0418 0.0886 0.4300 1.3 -0.1 3.1
N 2.4220 0.3518 -0.1907 1.5 0.2 -0.3
N -0.7840 -1.2087 0.1449 1.2 -1.7 2.9
H -1.6494 0.1718 -1.2972 -0.9 1.3 -1.7
H -0.2193 0.5736 1.4125 -0.2 -0.7 -0.5

=====

No. 4
124
Properties=species:S:1:pos:R:3:forces:R:3 method="wB97M-V/def2-TZVPD" homo_energy_ev=-9.21 total_charge=0 largest_force_ha_per_bohr=0.048 lumo_ev=0.048 smiles=C#CC[C@@](S)(C#N)[C@H](C#N)[C@@H](I)[C@@H](C)I.CCO.CCO.CCO.CCO.CCO.CCO.CCO.CCO.CCO.CCO.CCO orbital_gap_ev=9.261
C 5.4118 4.3408 1.1024 -1.5 0.0 -0.8
C 4.3656 3.7726 1.4005 0.1 -0.4 0.0
C 2.9781 3.0558 1.6776 1.9 1.3 -0.9
C 1.9990 3.5332 0.4847 0.9 -1.0 0.6
S 2.1448 5.3785 0.3692 -0.6 0.2 0.0
C 2.6032 2.9143 -0.8374 -0.6 0.7 1.2
N 3.0883 2.3798 -1.7420 -0.6 0.7 0.9
C 0.4883 3.0144 0.6881 1.0 -1.6 -1.5
C 0.6019 1.4265 0.6069 0.2 1.2 1.0
N 0.7966 0.2877 0.7078 -0.1 1.3 0.0
C -0.3776 3.5929 -0.5370 -1.2 -0.5 0.3
I -1.1613 1.8561 -1.6622 0.0 0.8 -0.2
C -1.6671 4.4300 -0.1175 0.4 0.6 0.1
C -1.4978 5.3411 1.1694 -0.8 -1.0 0.5
I -2.0265 5.8311 -1.7919 0.0 -0.5 0.3
H 6.1350 4.9833 0.5303 -0.9 -1.2 1.4
H 2.6122 3.4412 2.6744 0.2 -0.8 -1.2
H 3.1415 1.9416 1.6313 -0.4 1.2 0.3
H 1.8218 5.8005 1.6515 0.3 -0.9 -0.8
H 0.0721 3.2267 1.7130 0.6 0.1 -1.1
H 0.2033 4.1867 -1.2947 -0.2 -0.8 1.1
H -2.6074 3.7916 -0.0945 1.3 0.9 0.2
H -1.7183 4.6781 2.0767 0.4 0.9 -1.0
H -0.4733 5.7870 1.3041 -1.2 -0.4 -0.5
H -2.2940 6.1412 1.1639 1.0 -0.8 0.0
C -6.7569 7.5863 -3.0812 -0.1 0.1 -0.1
C -6.5957 6.8627 -1.7583 0.3 0.0 -0.3
O -5.9939 5.5902 -1.9617 -0.1 -0.2 0.1
H -7.3720 6.9984 -3.7667 0.0 0.0 0.1
H -7.2241 8.5634 -2.9380 0.0 0.0 -0.1
H -5.7862 7.7285 -3.5651 0.0 0.1 0.1
H -7.5679 6.7033 -1.2886 0.1 -0.1 0.0
H -5.9706 7.4419 -1.0703 -0.1 0.1 0.0
H -5.1308 5.7397 -2.3685 0.0 -0.1 0.1
C 2.4409 4.3482 6.6625 0.1 0.1 0.0
C 1.4553 4.0390 5.5532 0.2 -0.2 0.3
O 1.9940 3.0563 4.6722 -0.1 0.0 -0.1
H 3.3840 4.7103 6.2469 -0.1 0.0 0.0
H 2.0407 5.1050 7.3406 0.0 -0.1 0.0
H 2.6705 3.4472 7.2380 -0.1 0.0 0.0
H 1.2452 4.9362 4.9677 0.0 -0.1 -0.1
H 0.5117 3.6650 5.9626 -0.1 0.2 0.0
H 2.1694 2.2622 5.1928 0.0 0.1 -0.1
C -0.1636 -3.7119 -1.7307 0.0 0.0 -0.1
C -0.6602 -2.2798 -1.7619 -0.2 -0.2 0.2
O -2.0641 -2.2393 -1.5348 0.0 0.1 -0.2
H -0.6714 -4.3101 -2.4904 0.1 0.2 -0.1
H 0.9137 -3.7552 -1.9095 0.0 -0.1 0.1
H -0.3780 -4.1745 -0.7654 0.1 0.1 0.0
H -0.4630 -1.8274 -2.7365 -0.1 0.1 0.1
H -0.1625 -1.6776 -0.9945 0.2 0.0 -0.1
H -2.2313 -2.6336 -0.6643 -0.2 0.3 -0.1
C 2.6326 -4.3926 2.1323 0.1 0.1 0.0
C 1.1907 -4.1935 1.7095 0.2 -0.3 0.1
O 0.7778 -5.2636 0.8674 -0.1 -0.2 0.0
H 3.2857 -4.4421 1.2580 -0.1 0.1 0.0
H 2.9667 -3.5758 2.7762 0.0 -0.1 0.0
H 2.7505 -5.3373 2.6717 0.0 0.1 0.1
H 1.0802 -3.2614 1.1521 -0.1 -0.1 -0.1
H 0.5278 -4.1552 2.5805 0.0 0.2 0.1
H 0.8704 -6.0830 1.3719 0.0 0.1 -0.1
C -4.4726 -1.9897 2.9462 0.0 0.0 0.1
C -4.0698 -1.6385 1.5274 -0.2 -0.2 0.1
O -3.3095 -2.6970 0.9537 0.1 -0.2 0.0
H -3.5885 -2.1770 3.5601 0.0 0.1 -0.1
H -5.0516 -1.1817 3.3988 0.0 -0.1 0.0
H -5.0726 -2.9039 2.9632 -0.1 0.1 0.0
H -3.4533 -0.7384 1.5166 0.1 -0.2 -0.1
H -4.9514 -1.4607 0.9040 0.0 0.2 0.1
H -3.8618 -3.4891 0.9565 0.1 0.1 0.0
C -1.2394 -7.2029 -2.4302 -0.2 0.0 -0.1
C -1.0856 -7.9306 -1.1088 0.3 0.1 -0.3
O -0.4909 -9.2097 -1.3125 0.0 -0.3 0.1
H -1.8571 -7.7847 -3.1188 0.0 0.0 0.1
H -1.6997 -6.2243 -2.2843 0.0 0.0 0.0
H -0.2671 -7.0659 -2.9119 0.0 0.1 0.1
H -2.0599 -8.0843 -0.6414 0.1 -0.2 0.0
H -0.4583 -7.3573 -0.4194 -0.2 0.2 0.0
H 0.3739 -9.0672 -1.7169 -0.2 0.0 0.1
C 1.6720 -7.5303 5.1981 0.0 0.2 0.1
C 0.6557 -7.8148 4.1095 0.3 -0.4 0.2
O 1.1735 -8.7743 3.1970 0.0 0.1 -0.2
H 2.6035 -7.1582 4.7649 -0.1 0.0 0.0
H 1.2903 -6.7892 5.9042 0.1 0.0 0.0
H 1.9180 -8.4439 5.7461 -0.1 0.0 0.0
H 0.4287 -6.9040 3.5506 0.0 -0.1 -0.1
H -0.2771 -8.1997 4.5343 -0.1 0.2 0.1
H 1.3637 -9.5803 3.6950 -0.1 0.0 -0.2
C 1.7659 -12.4309 0.7546 0.1 0.0 -0.1
C 0.9132 -12.9985 1.8726 -0.1 0.3 -0.3
O 0.3037 -11.9460 2.6116 0.0 0.0 0.3
H 2.5400 -11.7743 1.1589 0.0 -0.1 0.0
H 2.2441 -13.2302 0.1837 0.0 0.1 0.0
H 1.1590 -11.8273 0.0738 0.0 -0.1 0.0
H 1.5257 -13.5822 2.5620 -0.1 0.1 0.1
H 0.1282 -13.6486 1.4729 0.1 -0.1 0.0
H -0.2439 -11.4383 1.9986 0.1 0.0 0.1
C -3.8808 3.4853 -5.6860 0.0 -0.1 0.1
C -4.4132 4.9020 -5.7728 0.2 -0.3 -0.2
O -3.3610 5.8393 -5.5531 0.1 0.4 0.0
H -3.4305 3.3046 -4.7068 -0.1 0.0 0.0
H -4.6793 2.7578 -5.8465 0.1 0.0 0.0
H -3.0989 3.3194 -6.4326 -0.1 0.0 -0.1
H -5.1776 5.0701 -5.0120 0.1 0.2 0.0
H -4.8556 5.0931 -6.7555 -0.2 -0.1 0.1
H -2.6922 5.6907 -6.2339 -0.1 -0.2 0.2
C -1.0295 9.2489 -6.4229 0.1 0.1 0.0
C -2.4746 9.4264 -6.8469 0.1 -0.4 0.2
O -2.8821 8.3467 -7.6779 0.0 0.0 -0.2
H -0.3773 9.1973 -7.2979 -0.1 0.1 0.0
H -0.7037 10.0765 -5.7885 0.0 -0.1 0.0
H -0.9004 8.3125 -5.8724 0.0 0.1 0.1
H -2.5954 10.3508 -7.4142 -0.1 -0.2 -0.1
H -3.1346 9.4674 -5.9743 0.1 0.2 0.1
H -2.7816 7.5324 -7.1665 -0.2 0.3 0.0
C 9.1902 1.9138 0.5675 0.0 -0.1 -0.1
C 9.6905 3.2357 1.1169 -0.2 -0.3 0.2
O 8.6433 3.9142 1.8016 0.0 0.2 0.0
H 8.3533 2.0751 -0.1159 0.1 0.0 0.0
H 9.9845 1.3867 0.0340 -0.1 0.0 0.0
H 8.8242 1.2732 1.3747 0.1 0.0 0.0
H 10.0348 3.8804 0.3065 -0.1 0.1 0.1
H 10.5225 3.0797 1.8114 0.1 0.0 -0.1
H 8.3486 3.3439 2.5225 0.0 0.1 -0.1

=====

What calculated total energy values result from the calculations? In sequence: -2534.33051, -2225.30317, -224.76387, -3195.28737 hartree.